Entry 1:
C25H47AgFN2O15S2 | ωB97M-V/def2-TZVPD

The geometry in XYZ format:
```
93
Properties=species:S:1:pos:R:3:mulliken_charge:R:1
Ag 12.902 12.291 34.280 1.14
C 17.776 11.844 37.476 -1.45
C 16.546 11.709 36.611 1.35
C 15.255 12.339 37.059 -1.29
O 14.232 11.725 36.322 0.56
C 13.333 10.951 37.110 -0.67
N 16.826 12.258 35.225 0.80
H 16.310 11.875 34.405 -0.03
H 16.634 13.285 35.247 -0.38
H 17.825 12.198 35.016 0.08
H 18.202 12.850 37.424 0.11
H 18.597 11.163 37.224 0.56
H 17.572 11.525 38.503 0.47
H 16.385 10.642 36.451 -0.45
H 15.177 13.399 36.778 0.28
H 15.127 12.296 38.148 0.29
H 12.857 11.608 37.839 0.30
H 13.862 10.073 37.500 0.24
H 12.533 10.574 36.474 0.06
C 16.640 15.086 39.091 -0.08
O 17.001 15.756 37.930 -0.25
H 16.566 14.030 38.813 -0.09
H 17.330 15.089 39.951 0.08
H 15.702 15.577 39.371 0.31
C 9.569 12.540 35.841 -1.03
O 10.849 12.385 35.411 -0.57
H 9.240 11.887 36.680 0.20
H 9.414 13.589 36.198 0.24
H 8.770 12.549 35.059 0.22
C 19.085 16.234 33.871 -1.81
C 19.951 14.982 33.740 1.68
C 21.186 15.408 32.955 -1.40
C 22.340 14.405 33.055 -0.73
C 22.606 13.975 34.502 -1.48
C 21.351 13.434 35.225 2.00
N 20.289 14.415 35.033 0.32
O 19.158 14.137 35.819 -0.56
C 21.781 13.269 36.664 -2.00
C 21.036 12.040 34.626 -1.57
C 19.167 14.011 32.810 -1.59
H 18.221 16.032 34.508 0.24
H 18.755 16.597 32.895 0.37
H 19.659 17.065 34.300 0.41
H 21.658 16.304 33.374 0.39
H 20.863 15.524 31.921 0.41
H 23.197 14.900 32.575 0.42
H 22.163 13.558 32.380 0.32
H 23.053 14.835 35.012 0.41
H 23.394 13.217 34.618 0.42
H 20.977 13.268 37.402 0.18
H 22.322 14.177 36.973 0.44
H 22.500 12.470 36.864 0.36
H 21.880 11.413 34.939 0.57
H 20.809 12.003 33.568 0.33
H 20.169 11.662 35.176 0.06
H 18.202 13.655 33.175 0.08
H 19.718 13.110 32.532 0.34
H 18.925 14.540 31.882 0.50
S 14.949 10.662 32.968 1.50
O 14.953 12.104 33.351 -0.75
O 16.125 9.973 33.560 -0.83
O 13.688 10.255 33.558 -0.84
O 14.944 10.593 31.500 -0.87
S 14.626 15.258 34.064 0.94
O 13.579 14.310 34.475 -0.78
O 14.197 16.614 34.483 -0.84
O 15.865 14.954 34.819 -0.77
O 14.840 15.201 32.634 -0.83
C 11.364 5.924 35.198 -1.57
C 12.843 6.220 35.365 0.67
C 13.381 7.662 35.247 -0.05
O 14.395 7.682 36.260 -0.11
C 14.430 6.490 36.901 0.56
O 15.319 6.047 37.551 -0.61
O 13.256 5.864 36.664 -0.42
H 11.131 4.869 35.352 0.36
H 10.887 6.315 34.301 0.38
H 10.816 6.421 36.008 0.38
H 13.340 5.631 34.583 0.16
H 12.582 8.393 35.377 0.14
H 13.862 7.884 34.296 0.02
F 19.735 12.568 39.436 -0.15
C 19.782 13.067 40.663 0.20
C 20.213 14.394 40.887 -0.28
C 20.168 14.846 42.201 -0.34
C 19.568 14.100 43.229 -0.51
C 19.229 12.777 43.032 -0.45
C 19.389 12.308 41.711 -0.29
H 20.736 14.941 40.115 0.48
H 20.706 15.766 42.392 0.33
H 19.642 14.459 44.251 0.29
H 18.878 12.038 43.736 0.36
H 19.062 11.296 41.488 0.32
```

## Properties
* total charge: -4
* spin multiplicity: 2
* LUMO energy (alpha / beta): 0.231 / 0.231 Ha
* <S²>: 0.7556
* total energy: -3261.595967 Ha
* highest occupied orbital energy (alpha / beta): 4.4 / 4.4 eV
* orbital gap (alpha / beta): 1.881 / 1.882 eV

Entry 2:
C25H47Br2NO3PmSi2 | ωB97M-V/def2-TZVPD

The geometry in XYZ format:
```
81
Properties=species:S:1:pos:R:3:mulliken_charge:R:1
O -2.028 -2.042 -1.330 -0.02
O -3.108 -1.536 -3.376 -0.20
C -0.764 -2.846 -1.691 -0.14
C 0.091 -3.160 -0.495 -1.59
H -0.194 -2.270 -2.434 0.29
H -1.159 -3.749 -2.165 0.38
H 0.391 -2.293 0.104 0.38
H 1.040 -3.605 -0.829 0.42
H -0.388 -3.885 0.172 0.40
C -2.814 -2.579 -0.158 -0.31
C -3.699 -3.707 -0.554 -1.26
H -3.399 -1.730 0.189 0.38
H -2.068 -2.856 0.581 0.43
H -4.286 -3.532 -1.462 0.24
H -4.417 -3.868 0.251 0.43
H -3.165 -4.650 -0.639 0.34
C -3.540 -0.157 -2.975 -0.19
C -2.657 -1.676 -4.778 -0.34
C -4.471 -0.280 -1.786 -0.97
H -4.034 0.267 -3.862 0.70
H -2.633 0.429 -2.756 -0.05
H -4.950 -1.272 -1.840 0.19
H -5.292 0.459 -1.798 0.44
H -3.911 -0.123 -0.843 0.13
C -3.297 -2.824 -5.515 -1.34
H -1.568 -1.778 -4.838 0.29
H -2.861 -0.724 -5.275 0.42
H -3.153 -3.775 -5.005 0.32
H -2.863 -2.882 -6.521 0.41
H -4.363 -2.638 -5.580 0.32
H -2.636 -2.016 -2.227 0.35
Pm 1.276 1.126 0.931 0.36
C -0.206 1.978 -0.477 -0.60
Si 0.722 2.029 -2.113 0.57
H -0.998 2.754 -0.382 0.42
H -0.837 1.018 -0.499 -0.19
C 1.501 0.446 -2.795 -0.23
C 2.046 3.306 -1.670 -1.08
C -0.542 2.362 -3.437 -1.11
C 3.467 0.029 0.356 -0.82
Si 4.476 1.059 1.521 0.30
H 3.927 -0.021 -0.644 0.38
H 3.376 -1.014 0.719 0.29
C 5.150 2.554 0.606 -1.05
C 5.832 0.109 2.405 -1.08
C 3.363 1.813 2.884 -1.00
H -0.255 3.106 -4.185 0.46
H -1.470 2.696 -2.964 0.32
H -0.765 1.439 -3.974 0.20
H 2.283 -0.032 -2.193 0.25
H 1.932 0.671 -3.789 0.35
H 0.712 -0.308 -2.950 -0.39
H 3.029 2.857 -1.424 0.16
H 1.728 3.931 -0.809 0.31
H 2.146 3.951 -2.554 0.44
H 6.489 -0.443 1.718 0.33
H 5.407 -0.623 3.106 0.29
H 6.465 0.791 2.990 0.31
H 2.806 1.066 3.475 0.21
H 2.681 2.639 2.581 0.36
H 4.090 2.282 3.566 0.45
H 6.108 2.846 1.058 0.32
H 4.469 3.414 0.683 0.30
H 5.314 2.343 -0.458 0.33
Br 1.619 -2.928 3.705 -0.15
C 0.663 -1.400 4.284 -0.20
C 0.324 -1.193 5.620 -0.38
C -0.258 0.002 6.048 -0.03
Br -0.621 0.249 7.905 -0.21
C -0.509 1.081 5.152 0.58
C -1.017 2.348 5.501 -0.69
C -1.063 3.350 4.546 -0.95
C -0.593 3.106 3.245 -0.26
N -0.049 1.916 2.901 0.06
C -0.117 0.881 3.794 0.79
C 0.376 -0.405 3.332 0.07
O 0.631 -0.603 2.060 -0.34
H 0.530 -1.977 6.335 0.45
H -1.360 2.511 6.516 0.37
H -1.439 4.342 4.776 0.40
H -0.646 3.841 2.434 0.48
```

## Properties
* total charge: +1
* spin multiplicity: 5
* LUMO energy (alpha / beta): -0.098 / -0.097 Ha
* energy relative to the best compared isomer or geometry (same formula, charge and spin): 16.0 kcal/mol
* <S²>: 6.0071
* total energy: -7596.382817 Ha
* highest occupied orbital energy (alpha / beta): -9.4 / -9.4 eV
* orbital gap (alpha / beta): 6.790 / 6.732 eV

Entry 3:
C25H47CdN6O5 | ωB97M-V/def2-TZVPD

The geometry in XYZ format:
```
84
Properties=species:S:1:pos:R:3:mulliken_charge:R:1
Cd 13.005 9.162 7.558 3.38
C 10.019 4.303 6.816 -1.60
C 9.833 5.674 7.468 0.07
C 8.609 6.478 6.903 -1.62
C 8.572 7.175 5.437 1.19
C 8.847 6.312 4.245 -1.70
C 7.152 7.705 5.165 -1.54
N 9.489 8.413 5.314 0.16
C 9.570 9.332 6.464 0.55
C 10.404 10.555 6.128 -2.36
N 11.370 11.022 7.115 1.17
C 12.223 12.053 6.331 -0.87
C 13.653 12.135 6.791 0.36
O 14.359 13.099 6.381 -0.73
O 14.093 11.175 7.572 -0.71
C 10.779 11.630 8.347 0.21
C 11.433 12.885 8.838 -1.64
C 10.451 10.592 9.444 -1.43
C 11.486 9.919 10.435 1.86
C 12.674 10.719 10.984 -2.00
C 10.635 9.598 11.703 -1.90
N 12.119 8.698 9.857 -0.49
C 11.161 7.527 9.916 -0.41
C 11.657 6.376 9.071 -1.83
N 11.199 6.379 7.669 0.55
C 12.366 5.931 6.786 -1.04
C 12.383 6.827 5.592 0.34
O 12.215 6.367 4.444 -0.71
O 12.483 8.177 5.809 -0.96
H 9.042 3.748 6.964 0.40
H 10.939 3.876 7.255 0.45
H 10.158 4.422 5.735 0.36
H 9.563 5.408 8.559 0.48
H 8.342 7.278 7.653 0.26
H 7.703 5.829 6.918 0.61
H 8.301 5.369 4.333 0.41
H 9.940 6.056 4.116 0.29
H 8.500 6.754 3.286 0.42
H 6.399 6.866 5.266 0.43
H 7.055 8.265 4.251 0.41
H 6.909 8.460 6.001 0.40
H 10.458 8.139 5.185 0.45
H 9.142 8.974 4.483 0.55
H 10.014 8.783 7.350 -1.10
H 8.528 9.650 6.685 0.68
H 9.765 11.409 5.799 0.15
H 10.948 10.388 5.178 0.77
H 11.746 13.010 6.232 0.41
H 12.256 11.624 5.293 0.45
H 9.801 11.997 7.990 0.25
H 12.545 12.787 9.137 0.20
H 10.972 13.199 9.772 0.46
H 11.443 13.765 8.081 0.36
H 9.864 9.725 9.042 0.19
H 9.667 11.054 10.046 0.66
H 12.418 11.662 11.405 0.43
H 13.430 10.924 10.186 0.22
H 13.238 10.098 11.698 0.52
H 10.237 10.535 12.149 0.44
H 11.140 9.038 12.479 0.34
H 9.731 9.062 11.374 0.45
H 13.008 8.476 10.386 0.42
H 10.260 7.882 9.533 0.19
H 11.136 7.201 10.966 0.51
H 11.286 5.442 9.599 0.41
H 12.757 6.278 9.098 0.65
H 12.394 4.907 6.486 0.45
H 13.328 6.079 7.290 0.55
N 15.080 8.020 8.019 -0.79
C 16.059 8.518 7.542 0.26
N 17.228 8.943 7.170 0.10
C 17.342 10.413 7.137 -0.09
C 18.642 10.842 6.475 -0.82
O 19.829 10.089 6.888 -0.37
C 19.602 8.680 6.551 -0.57
C 18.370 8.041 7.216 -0.56
H 17.343 10.745 8.197 0.29
H 16.451 10.802 6.704 0.11
H 18.762 11.884 6.743 0.35
H 18.573 10.721 5.395 0.40
H 20.507 8.103 6.829 0.33
H 19.485 8.580 5.420 0.30
H 18.549 7.758 8.250 0.37
H 18.086 7.116 6.747 0.42
```

## Properties
* total charge: +1
* LUMO energy: -0.082 Ha
* energy relative to the best compared isomer or geometry (same formula, charge and spin): 40.2 kcal/mol
* total energy: -1852.994772 Ha
* highest occupied orbital energy: -11.2 eV
* orbital gap: 8.970 eV

Entry 4:
C25H47CdN6O5 | ωB97M-V/def2-TZVPD

The geometry in XYZ format:
```
84
Properties=species:S:1:pos:R:3:mulliken_charge:R:1
Cd 0.017 -0.007 1.462 2.04
C 5.404 0.272 0.027 -1.57
C 4.083 0.771 0.652 0.22
C 3.675 2.202 0.294 -2.02
C 3.199 2.753 -1.082 2.22
C 4.235 2.621 -2.199 -1.86
C 2.918 4.251 -0.896 -1.84
N 1.877 2.065 -1.438 0.31
C 0.974 2.798 -2.407 -1.13
C -0.193 1.899 -2.904 -1.15
N -0.935 1.111 -1.901 1.29
C -1.626 2.011 -0.986 -0.78
C -0.718 2.753 0.032 0.18
O -0.720 3.972 0.077 -0.67
O 0.101 1.999 0.757 -1.01
C -1.753 -0.036 -2.421 0.01
C -3.098 0.442 -2.866 -1.81
C -1.851 -1.205 -1.395 -0.99
C -0.619 -2.132 -1.191 0.91
C -0.962 -3.227 -0.144 -1.83
C -0.348 -2.876 -2.542 -2.04
N 0.514 -1.367 -0.663 1.69
C 1.818 -2.055 -0.647 -1.18
C 2.972 -1.103 -0.552 -1.25
N 2.960 -0.250 0.665 0.88
C 3.207 -1.039 1.925 -0.40
C 2.141 -1.962 2.502 0.18
O 2.471 -3.178 2.604 -0.67
O 0.975 -1.483 2.818 -0.78
H 6.215 0.957 0.254 0.49
H 5.449 0.123 -1.053 0.29
H 5.611 -0.719 0.480 0.35
H 4.309 0.892 1.750 0.34
H 4.597 2.800 0.536 0.60
H 2.945 2.515 1.088 0.36
H 5.192 2.995 -1.790 0.41
H 3.921 3.164 -3.049 0.55
H 4.390 1.581 -2.480 0.33
H 3.740 4.722 -0.323 0.38
H 1.977 4.538 -0.419 0.39
H 2.842 4.794 -1.836 0.44
H 1.333 1.955 -0.573 -0.24
H 2.025 1.133 -1.840 0.15
H 1.567 3.085 -3.327 0.50
H 0.623 3.684 -1.960 0.75
H 0.187 1.197 -3.692 0.39
H -0.893 2.574 -3.447 0.39
H -2.324 1.460 -0.347 0.48
H -2.214 2.771 -1.553 0.26
H -1.262 -0.453 -3.312 0.39
H -3.810 0.547 -2.065 0.35
H -3.580 -0.293 -3.568 0.42
H -3.037 1.380 -3.402 0.38
H -2.600 -1.927 -1.726 0.68
H -2.117 -0.815 -0.409 -0.25
H -1.811 -3.735 -0.543 0.61
H -1.199 -2.823 0.847 0.16
H -0.199 -4.010 -0.033 0.42
H -1.332 -3.263 -2.918 0.41
H 0.295 -3.735 -2.358 0.60
H 0.028 -2.229 -3.329 0.38
H 0.560 -0.492 -1.251 -0.45
H 1.931 -2.678 -1.560 0.35
H 1.867 -2.773 0.176 0.47
H 3.021 -0.444 -1.436 0.35
H 3.895 -1.744 -0.523 0.51
H 3.460 -0.377 2.767 0.60
H 4.128 -1.605 1.758 0.26
N -2.170 -0.198 2.107 -0.81
C -3.101 -0.759 2.602 0.41
N -4.188 -1.215 3.122 0.02
C -5.263 -0.286 3.567 -0.52
C -6.108 -0.863 4.695 -0.59
O -6.596 -2.162 4.436 -0.33
C -5.495 -3.034 4.226 -0.66
C -4.623 -2.640 2.988 -0.43
H -5.942 -0.083 2.733 0.30
H -4.752 0.677 3.833 0.41
H -7.011 -0.215 4.781 0.32
H -5.568 -0.825 5.660 0.34
H -5.924 -4.023 4.027 0.35
H -4.816 -3.074 5.127 0.35
H -5.183 -2.758 2.078 0.31
H -3.714 -3.293 2.902 0.38
```

## Properties
* total charge: +1
* LUMO energy: -0.079 Ha
* energy relative to the best compared isomer or geometry (same formula, charge and spin): 0.0 kcal/mol
* total energy: -1853.058914 Ha
* highest occupied orbital energy: -11.1 eV
* orbital gap: 8.954 eV

Entry 5:
C25H47F6NO8S | ωB97M-V/def2-TZVPD

The geometry in XYZ format:
```
88
Properties=species:S:1:pos:R:3:mulliken_charge:R:1
N -2.848 -2.533 -1.421 -0.39
C -3.366 -1.179 -1.581 -0.89
C -2.347 -0.149 -2.070 -0.48
O -1.095 -0.323 -1.383 -0.21
C -0.517 0.788 -0.802 -0.10
C 1.008 0.520 -0.646 0.73
F 1.506 1.112 0.467 -0.16
F 1.632 1.079 -1.724 -0.29
C 1.428 -0.980 -0.610 0.64
F 1.324 -1.528 -1.806 -0.22
F 0.699 -1.666 0.254 -0.22
F 2.701 -1.047 -0.234 -0.28
S -1.338 1.173 0.791 1.39
O -0.868 0.332 1.838 -0.53
O -2.726 1.380 0.543 -0.65
F -0.706 2.602 0.984 -0.20
H -2.348 -2.620 -0.544 0.24
H -2.196 -2.775 -2.159 0.20
H -4.187 -1.207 -2.305 0.37
H -3.750 -0.847 -0.613 0.35
H -2.170 -0.295 -3.144 0.42
H -2.722 0.869 -1.934 0.40
H -0.602 1.684 -1.434 -0.10
C 4.911 -5.071 -0.437 -0.57
C 3.898 -4.313 0.420 -0.33
C 2.581 -4.843 -0.129 -0.14
O 2.831 -6.184 -0.551 -0.44
C 4.238 -6.431 -0.570 -0.50
H 5.903 -5.133 0.008 0.34
H 5.005 -4.599 -1.417 0.28
H 4.014 -4.590 1.471 0.27
H 3.976 -3.230 0.344 0.18
H 2.249 -4.255 -0.993 0.12
H 1.780 -4.849 0.612 0.24
H 4.496 -7.085 0.270 0.27
H 4.490 -6.945 -1.498 0.28
C 1.030 3.080 -5.076 -0.55
C -0.161 3.831 -4.482 -0.24
C -1.317 3.262 -5.294 -0.43
O -0.954 1.919 -5.618 -0.43
C 0.427 1.705 -5.326 0.00
H 1.898 3.045 -4.419 0.33
H 1.333 3.539 -6.019 0.28
H -0.277 3.578 -3.425 -0.04
H -0.083 4.914 -4.563 0.36
H -1.465 3.825 -6.222 0.29
H -2.260 3.249 -4.746 0.27
H 0.506 1.071 -4.434 -0.15
H 0.891 1.179 -6.161 0.32
C 2.567 2.284 4.833 -0.21
C 2.406 1.467 3.553 0.01
C 3.737 1.722 2.859 -0.28
O 4.701 1.906 3.897 -0.46
C 4.040 2.067 5.153 -0.53
H 1.908 1.969 5.641 0.41
H 2.376 3.340 4.625 -0.13
H 2.299 0.407 3.792 0.21
H 1.551 1.764 2.950 -0.04
H 3.697 2.631 2.247 0.25
H 4.055 0.895 2.224 0.20
H 4.185 1.160 5.750 0.27
H 4.493 2.905 5.685 0.31
C 1.563 6.620 4.389 -0.50
C 0.331 5.954 3.781 -0.35
C -0.768 6.940 4.155 -0.48
O -0.154 8.229 4.183 -0.39
C 1.267 8.093 4.137 -0.47
H 2.502 6.297 3.941 0.35
H 1.608 6.418 5.462 0.26
H 0.434 5.896 2.694 0.19
H 0.142 4.950 4.159 0.30
H -1.177 6.719 5.147 0.28
H -1.591 6.957 3.439 0.28
H 1.622 8.404 3.149 0.26
H 1.707 8.754 4.885 0.28
C -6.611 -6.793 -1.826 -0.54
C -5.822 -6.665 -0.523 -0.55
C -4.631 -5.826 -0.969 -0.37
O -5.107 -4.982 -2.014 -0.35
C -6.396 -5.416 -2.443 -0.45
H -7.664 -7.030 -1.681 0.33
H -6.170 -7.565 -2.460 0.26
H -6.410 -6.124 0.221 0.27
H -5.526 -7.621 -0.094 0.34
H -3.825 -6.458 -1.359 0.27
H -4.223 -5.199 -0.175 0.24
H -7.150 -4.703 -2.087 0.27
H -6.421 -5.426 -3.534 0.26
```

## Properties
* LUMO energy: 0.012 Ha
* total energy: -2634.730524 Ha
* highest occupied orbital energy: -9.2 eV
* orbital gap: 9.570 eV